Entry 1:
DFT (ωB97M-V/def2-TZVPD) results for a structure of composition C35H32AsN13O3PbS2.

```
87
Properties=species:S:1:pos:R:3:forces:R:3:lowdin_charge:R:1
Pb 1.72327 0.49602 1.15384 0.1 -0.2 0.3 1.4217
O 0.19866 -3.14333 3.41259 0.0 0.0 0.0 -0.0129
C 0.42517 -2.03511 2.90691 0.0 0.0 0.0 -0.5240
N 0.83284 -1.73292 1.66791 -0.1 0.1 0.1 -0.0206
C 0.94877 -2.75654 0.70051 0.0 0.0 0.0 -0.2321
C 0.14935 -3.90306 0.71696 0.0 0.0 0.0 -0.0373
C 0.26295 -4.88069 -0.26056 0.0 0.0 0.0 -0.1181
C 1.19751 -4.73613 -1.27285 0.0 0.0 0.0 -0.1232
C 1.98486 -3.59738 -1.32731 0.0 0.0 0.0 -0.0401
C 1.85583 -2.57779 -0.37568 0.0 0.0 0.0 -0.2382
N 2.48948 -1.33894 -0.47160 0.0 0.1 -0.1 -0.0238
C 3.53973 -1.11776 -1.26001 0.0 -0.1 0.0 -0.5316
O 4.24974 -1.90749 -1.90559 0.0 0.0 0.0 -0.0150
C 3.94197 0.35122 -1.30671 -0.1 0.0 0.0 -0.2433
C 5.28849 0.69263 -1.23193 0.0 0.0 0.0 -0.0122
C 5.63677 2.02863 -1.15091 0.0 0.0 0.0 -0.0627
C 4.64004 2.99406 -1.19899 0.1 0.0 0.0 -0.0721
C 3.33382 2.56763 -1.34192 -0.1 -0.1 0.0 -0.1565
N 2.98064 1.27771 -1.38259 0.1 0.1 0.0 0.0313
C 0.16721 -0.83347 3.80809 0.0 0.0 0.0 -0.2179
C -0.62999 -0.99703 4.93489 0.0 0.0 0.0 -0.0178
C -0.95457 0.11638 5.68653 0.0 0.0 0.0 -0.0598
C -0.43805 1.35369 5.32438 0.0 0.0 0.0 -0.0560
C 0.36917 1.42756 4.20428 0.0 0.1 0.0 -0.1363
N 0.64621 0.35681 3.46317 0.1 -0.1 0.0 -0.0044
H -0.55416 -4.02876 1.52465 0.0 0.0 0.0 0.0940
H -0.37421 -5.75708 -0.21533 0.0 0.0 0.0 0.0843
H 1.30758 -5.49960 -2.03573 0.0 0.0 0.0 0.0876
H 2.70435 -3.46343 -2.11921 0.0 0.0 0.0 0.0893
H 6.02010 -0.10320 -1.20446 0.0 0.0 0.0 0.1111
H 6.67240 2.31993 -1.02695 0.0 0.0 0.0 0.1003
H 4.85338 4.04694 -1.08059 0.0 0.0 0.0 0.0935
H 2.52194 3.28788 -1.38270 0.0 0.0 0.0 0.0930
H -1.00430 -1.98364 5.16317 0.0 0.0 0.0 0.1128
H -1.62196 0.02554 6.53400 0.0 0.0 0.0 0.1025
H -0.67307 2.24987 5.88213 0.0 0.0 0.0 0.0984
H 0.79877 2.36037 3.85646 0.0 0.0 0.0 0.0889
N 0.90621 4.21816 0.62370 0.1 -0.1 -0.1 0.1206
C 2.14112 4.08609 1.25587 0.0 0.0 0.0 -0.5500
N 3.08337 5.00894 1.10693 0.0 0.0 0.0 -0.0102
N 4.12319 4.51982 1.81548 0.0 0.0 -0.1 -0.1418
N 3.81282 3.37841 2.33362 0.0 0.0 0.1 -0.1197
N 2.53548 3.06327 2.00801 -0.1 0.1 -0.1 -0.0866
C -0.20329 3.40982 0.78389 -0.1 0.1 0.1 -0.5108
N -1.42325 3.85749 0.51492 -0.1 -0.1 0.1 0.0315
N -2.21749 2.78797 0.70803 0.0 0.0 0.0 -0.0790
N -1.52033 1.76746 1.07830 0.0 0.1 0.0 -0.0668
N -0.21623 2.12731 1.14235 0.1 -0.1 -0.3 -0.0956
H 0.68465 5.15862 0.34489 0.0 0.0 0.0 0.1214
O -2.34505 -1.22606 -1.11066 0.0 -0.1 0.0 -0.5252
S -1.01239 -0.57214 -1.26675 0.1 0.1 -0.1 0.9798
C -0.25344 -1.37191 -2.69653 -0.1 -0.1 0.0 -0.3394
C 0.96245 -0.93761 -3.20532 0.0 0.1 0.0 -0.0784
C 1.53470 -1.63099 -4.25752 0.0 0.0 0.0 -0.0725
C 0.89324 -2.74213 -4.79593 0.0 0.0 0.0 -0.0965
C -0.31965 -3.16438 -4.27446 0.0 0.0 0.0 -0.0921
C -0.89695 -2.48221 -3.21065 0.0 0.0 0.0 -0.0744
C -1.33370 1.01063 -2.06351 0.0 0.0 0.0 -0.3636
C -2.60732 1.25417 -2.54368 0.0 0.0 0.0 -0.0743
C -2.88760 2.48246 -3.12350 0.0 0.0 0.0 -0.0846
C -1.89973 3.45249 -3.20901 0.0 0.0 0.0 -0.0944
C -0.62878 3.19764 -2.71343 0.0 0.0 0.0 -0.0809
C -0.33844 1.97359 -2.13153 0.0 0.0 0.0 -0.0991
H 1.47392 -0.08787 -2.76970 0.0 0.0 0.0 0.0830
H 2.50057 -1.31929 -4.63446 0.0 0.0 0.0 0.1073
H 1.35443 -3.29003 -5.60901 0.0 0.0 0.0 0.0932
H -0.81157 -4.04171 -4.67732 0.0 0.0 0.0 0.0957
H -1.82831 -2.80221 -2.76117 0.0 0.0 0.0 0.1021
H -3.36288 0.48632 -2.43712 0.0 0.0 0.0 0.1000
H -3.88546 2.69102 -3.48993 0.0 0.0 0.0 0.0957
H -2.12922 4.42157 -3.63494 0.0 0.0 0.0 0.0945
H 0.13214 3.96742 -2.74809 0.0 0.0 0.0 0.1014
H 0.64915 1.77999 -1.72606 0.0 0.0 0.0 0.0681
C -2.61490 -1.46366 2.08780 0.2 0.2 0.3 -0.2611
As -4.44562 -0.96214 2.30168 0.1 -0.2 -0.3 0.5945
C -4.70991 0.37446 0.94546 -0.1 0.1 0.1 -0.2594
C -5.42305 -2.50030 1.63102 -0.1 0.1 0.1 -0.2740
S -5.06193 -0.40979 4.22536 0.0 -0.1 -0.1 -0.0930
H -2.44301 -1.83420 1.07900 -0.1 0.0 0.0 0.0151
H -2.32815 -2.19638 2.83926 0.0 0.0 0.0 0.0366
H -2.04948 -0.54129 2.21819 0.1 0.0 0.0 0.0164
H -4.47165 -0.04945 -0.02937 0.0 -0.1 0.0 0.0195
H -4.03241 1.20313 1.14057 0.0 0.1 0.0 -0.0057
H -5.74272 0.71786 0.99809 0.0 0.0 -0.1 0.0274
H -4.95239 -2.88220 0.72587 0.0 0.1 0.0 0.0298
H -6.44296 -2.18155 1.41862 0.0 -0.1 0.0 0.0211
H -5.43887 -3.26611 2.40389 0.0 0.0 0.0 0.0218
```
Positions in Å, forces in eV/Å.

Values from the calculation:
Net charge ... -2
2S+1 ... 1
DFT total energy ... -5515.64063 a.u.
Energy relative to the best compared isomer or geometry (same formula, charge and spin) ... 0.0 kJ/mol
Kohn-Sham gap ... 0.247 Ha

Entry 2:
DFT (ωB97M-V/def2-TZVPD) results for a structure of composition C35H32BrCsN16O3S2.

```
90
Properties=species:S:1:pos:R:3:forces:R:3:lowdin_charge:R:1
Cs 0.22369 0.69670 -0.75507 1.2 -0.7 0.6 1.0862
C -2.79981 3.28654 1.77449 0.1 0.1 0.1 -0.0329
C -2.24636 4.23106 2.62580 -0.1 -0.1 -0.1 -0.0452
C -0.86967 4.31899 2.73728 0.2 -0.1 -0.1 -0.0009
C -0.07235 3.45764 1.98027 -0.7 0.1 0.1 -0.2166
N -0.61374 2.54067 1.17422 -0.1 0.6 0.6 -0.0410
C -1.92712 2.46152 1.08096 -0.3 0.1 0.1 -0.1765
C 1.40549 3.48967 1.99784 0.7 0.0 0.0 -0.2124
C 2.13930 4.35478 2.81423 -0.2 -0.1 -0.1 -0.0023
C 3.52037 4.32961 2.75777 0.1 -0.1 -0.1 -0.0502
C 4.14505 3.44231 1.89382 -0.1 0.1 0.1 -0.0513
C 3.33566 2.61709 1.12816 0.2 0.0 0.0 -0.1789
N 2.01405 2.63174 1.17046 -0.1 0.0 0.1 0.0866
H -3.86980 3.18748 1.66239 0.0 0.0 0.0 0.1118
H -2.88269 4.89081 3.19945 0.0 0.0 0.0 0.1141
H -0.43306 5.04766 3.40462 0.0 0.0 0.0 0.1044
H -2.30292 1.68718 0.42051 -0.1 -0.1 0.0 0.0767
H 1.64399 5.03339 3.49275 0.0 0.0 0.0 0.1044
H 4.10376 4.99109 3.38337 0.0 0.0 0.0 0.1122
H 5.22141 3.39283 1.81660 0.0 0.0 0.0 0.1089
H 3.77421 1.89885 0.44360 0.1 0.0 0.0 0.1114
N -3.33756 2.01048 -2.85960 0.0 -0.1 0.1 0.1863
C -2.10826 2.05015 -3.40076 0.2 0.1 -0.4 -0.5046
N -1.99984 1.65282 -4.66586 -0.1 0.0 -0.1 0.1652
C -0.75767 1.59483 -5.12967 -0.2 0.0 0.2 -0.4817
N -0.58555 1.10113 -6.36796 0.0 0.0 0.0 0.1762
N 0.33828 1.98543 -4.45475 0.3 0.1 0.0 0.1877
C 0.08935 2.48893 -3.25741 -0.4 -0.1 -0.7 -0.4384
N -1.09341 2.52307 -2.65604 -0.2 0.3 0.0 0.0731
C 1.22912 3.11363 -2.54181 0.3 0.5 0.1 -0.3213
C 1.01754 4.27049 -1.79432 -0.1 -0.1 -0.1 -0.0089
C 2.11002 4.92474 -1.25316 0.1 0.0 -0.1 -0.0507
C 3.37239 4.39786 -1.47499 -0.1 0.1 0.1 -0.0660
C 3.47604 3.22058 -2.20228 0.2 0.0 0.0 -0.1379
N 2.43892 2.58449 -2.72778 -0.1 -0.2 -0.1 0.1166
H -4.03557 1.49512 -3.36776 -0.1 0.0 0.1 0.1141
H -3.45847 2.18423 -1.87852 0.0 0.0 0.0 0.0956
H -1.40763 0.91195 -6.91257 0.0 0.0 0.0 0.1080
H 0.31057 1.17787 -6.81216 0.0 0.0 0.0 0.1045
H 0.01737 4.66578 -1.69155 -0.1 -0.1 0.1 0.1179
H 1.97921 5.84187 -0.69338 0.0 0.0 0.0 0.1164
H 4.25468 4.88021 -1.07945 0.1 0.0 0.0 0.1093
H 4.44794 2.77382 -2.38560 0.0 0.0 0.0 0.1124
C 3.48363 -3.00739 -4.62209 0.0 0.0 0.0 -0.0017
C 2.02422 -2.78048 -4.50990 0.1 0.0 0.0 -0.3452
N 1.10835 -3.48269 -5.08790 0.1 -0.3 -0.2 0.1215
N -0.06561 -2.94740 -4.66063 0.3 0.3 0.3 0.0328
C 0.09741 -1.93124 -3.78661 0.2 -0.3 -0.1 -0.7892
S -1.06377 -1.04184 -3.02634 -0.7 -0.2 -0.3 0.5730
N 1.46019 -1.81995 -3.69934 -0.2 -0.2 -0.4 -0.1033
N 2.11459 -0.88965 -2.90771 0.0 0.4 0.2 0.0754
H 3.66505 -3.77319 -5.37045 0.0 0.0 0.0 0.0892
H 3.88359 -3.35542 -3.66765 0.1 0.0 0.0 0.0861
H 4.00592 -2.09578 -4.91378 0.0 0.0 0.0 0.0858
H -0.94779 -3.33775 -4.94305 0.0 0.0 0.0 0.1554
H 3.06146 -1.20360 -2.73814 -0.1 -0.1 0.1 0.0904
H 2.13500 0.03026 -3.34974 0.0 -0.1 -0.2 0.0710
O -6.80744 -7.27576 3.08206 0.1 0.1 0.1 -0.3614
S -6.55241 -5.99058 2.47014 0.0 0.2 0.2 0.3938
O -5.95755 -6.04467 1.14937 0.0 0.0 0.0 -0.3743
O -7.60517 -4.99480 2.62943 0.0 -0.2 -0.1 -0.3668
C -5.27861 -5.16405 3.50253 -0.2 -0.2 -0.4 -0.3414
N -5.27003 -5.31518 4.82232 -0.1 -0.2 0.3 0.1272
C -4.41485 -4.56584 5.49714 0.1 0.0 -0.1 -0.1226
C -3.55349 -3.66455 4.88416 0.1 0.1 -0.1 -0.0042
C -3.62500 -3.59307 3.49712 -0.4 -0.4 0.4 -0.2234
N -4.49040 -4.34792 2.82715 0.4 0.4 -0.1 0.1499
C -2.78301 -2.71490 2.65496 0.2 0.2 -0.2 -0.1279
C -1.82622 -1.84028 3.16514 -0.1 -0.1 -0.1 -0.0044
C -1.09428 -1.06565 2.28283 0.0 0.0 0.1 -0.1710
N -1.25017 -1.10478 0.96397 -0.2 -0.1 0.1 -0.0934
C -2.16234 -1.94722 0.47849 -0.1 -0.1 0.0 -0.1550
C -2.94842 -2.76240 1.26955 0.1 0.0 0.2 0.0252
H -4.41561 -4.69177 6.57527 0.0 0.0 0.0 0.1059
H -2.86935 -3.06440 5.46587 0.0 0.0 0.0 0.0920
H -1.64693 -1.75952 4.22777 0.0 0.0 0.0 0.1022
H -0.34097 -0.37321 2.64804 0.0 0.0 0.1 0.0985
H -2.25822 -1.96742 -0.60136 0.0 0.0 0.0 0.0604
H -3.68487 -3.43870 0.85875 0.0 0.0 -0.1 0.1223
Br 1.45649 -3.30887 -0.44779 0.0 -0.1 0.0 0.7898
C 2.48169 -2.60294 0.98569 0.0 0.1 -0.1 -0.7351
C 3.27596 -3.44840 1.74676 0.0 0.0 0.0 -0.0974
C 4.02122 -2.87137 2.76184 -0.1 0.0 -0.1 -0.0560
C 3.92968 -1.50291 2.97515 0.0 0.0 0.0 -0.0535
C 3.09069 -0.76421 2.15729 0.1 -0.1 0.2 -0.1381
N 2.38417 -1.30413 1.16857 -0.2 0.1 -0.2 0.0249
H 3.30607 -4.50947 1.55095 0.0 0.0 0.0 0.1045
H 4.66246 -3.48300 3.38147 0.0 0.0 0.0 0.1132
H 4.49178 -1.02125 3.76211 0.0 0.0 0.0 0.1057
H 2.96595 0.30221 2.29450 0.0 0.0 0.0 0.0870
```
Positions in Å, forces in eV/Å.

Values from the calculation:
Net charge ... 0
2S+1 ... 1
DFT total energy ... -5845.37546 a.u.
Energy relative to the best compared isomer or geometry (same formula, charge and spin) ... 226.5 kJ/mol
Kohn-Sham gap ... 0.206 Ha

Entry 3:
DFT (ωB97M-V/def2-TZVPD) results for a cluster of 7 separate species, C35H32F6INO20S in total.

```
96
Properties=species:S:1:pos:R:3:forces:R:3:lowdin_charge:R:1
O 4.60543 -1.69649 1.32056 -0.4 0.1 0.1 0.0317
C 3.55515 -1.49780 1.81897 -0.2 -0.6 -1.0 -0.7805
I 3.57454 -0.59973 3.82450 -0.5 -0.2 -0.3 0.7561
C 2.16034 -1.79266 1.13402 -0.4 1.1 1.0 -0.1921
N 2.27740 -2.18800 -0.26246 -0.3 -0.9 0.5 -0.0607
C 2.88094 -3.48335 -0.46835 1.5 -3.0 -1.1 -0.1906
C 3.21968 -4.44214 0.58274 0.2 0.0 -0.9 -0.0165
C 3.85104 -5.71614 0.29438 -0.2 0.8 -2.3 -0.0633
C 4.13881 -6.09785 -1.09022 -0.7 1.8 0.2 -0.0683
C 3.81300 -5.18657 -2.17315 -0.7 1.0 2.0 -0.0808
C 3.19752 -3.91501 -1.84339 -0.4 0.1 1.3 -0.4088
S 2.71275 -2.71982 -3.14604 -0.6 -0.4 0.8 0.9355
C 1.09380 -2.17611 -2.48049 -0.1 0.0 1.0 -0.4229
C -0.05317 -1.95852 -3.33487 -0.5 0.3 2.5 -0.0804
C -1.31272 -1.55952 -2.70087 1.6 -0.4 0.6 -0.0304
C -1.42023 -1.39651 -1.25199 1.3 -0.2 -1.9 -0.1797
C -2.80167 -1.01175 -0.65985 0.8 -1.1 2.8 -0.0685
C -2.83371 -1.49833 0.92478 -2.1 -2.3 -0.7 -0.2289
C -3.93254 -2.66252 1.22552 4.8 -1.0 -0.2 0.0019
O -2.37442 -2.86219 1.16399 -0.4 3.0 -0.2 -0.1957
C -0.22154 -1.60065 -0.45622 0.3 -0.2 -0.6 0.0286
C 1.06839 -1.98734 -1.01561 -2.7 0.6 -2.4 -0.1922
H 1.53649 -2.49614 1.76419 0.8 0.6 -0.4 0.1437
H 1.62669 -0.79778 1.17527 0.5 -1.0 0.0 0.1199
H 3.02461 -4.17326 1.65173 0.2 -0.4 -1.1 0.1024
H 4.14525 -6.44589 1.08283 -0.4 0.9 -0.5 0.0991
H 4.60840 -7.06784 -1.35328 -0.4 0.8 0.5 0.0910
H 4.00296 -5.38890 -3.25346 -0.1 0.0 1.2 0.1047
H -0.00894 -2.09767 -4.43967 0.1 0.1 1.1 0.1052
H -2.18587 -1.41914 -3.38599 0.7 -0.1 0.9 0.1120
H -3.01880 0.09191 -0.64562 0.2 -1.3 -0.4 0.0989
H -3.61252 -1.63798 -1.10252 0.7 0.9 -0.1 0.1186
H -2.67613 -0.70187 1.73657 -0.1 -1.5 -1.2 0.1497
H -4.07063 -3.41679 0.40800 -1.4 1.4 0.5 0.1096
H -4.02959 -3.08044 2.25186 -1.1 1.1 -0.7 0.0957
H -0.30452 -1.47321 0.64821 0.0 -0.2 -1.1 0.1029
O 5.38002 6.63308 5.11559 -0.1 -0.3 0.0 0.1773
C 4.98555 5.53582 4.89219 0.3 0.7 0.3 -0.5388
O 5.66266 4.39766 5.21296 -0.4 0.3 -0.3 0.0746
C 4.80191 3.30413 4.90672 0.4 -0.6 0.2 -0.0774
C 3.88252 3.89974 3.87920 -0.6 -0.1 0.0 -0.3327
F 2.64554 3.34971 3.95115 -0.1 0.0 -0.1 0.0602
O 3.80017 5.25521 4.27607 0.7 -0.2 -0.1 0.1352
H 4.27454 2.99281 5.81179 -0.2 0.1 -0.1 0.1459
H 5.36646 2.45624 4.52026 0.1 0.2 0.0 0.1222
H 4.25218 3.83962 2.85275 -0.2 0.0 0.0 0.1614
O -5.53700 0.54369 0.39638 0.1 0.4 -0.1 0.1830
C -5.26620 1.65290 0.07005 0.0 -1.0 0.0 -0.5326
O -4.07414 2.02407 -0.48061 -0.8 0.2 0.4 0.0469
C -4.20306 3.39629 -0.84942 0.8 0.3 -0.4 -0.0491
C -5.30161 3.87029 0.05585 -0.4 0.3 -0.3 -0.3132
F -6.03986 4.84352 -0.53533 -0.1 0.1 0.1 0.0715
O -6.10928 2.71892 0.20602 0.6 0.0 0.1 0.1296
H -4.47097 3.46378 -1.90690 -0.2 0.0 0.1 0.1456
H -3.26881 3.93373 -0.68889 0.1 -0.2 0.1 0.1391
H -4.96227 4.21101 1.03685 -0.1 0.1 -0.1 0.1777
O 4.14538 -9.46717 -0.39345 -0.2 -0.1 0.2 0.1716
C 3.34077 -9.63739 0.46331 0.4 0.1 -0.8 -0.5392
O 2.23569 -8.86363 0.63962 0.4 -0.4 0.2 0.0655
C 1.46553 -9.46939 1.67400 -0.6 0.5 0.1 -0.0605
C 2.50032 -10.26278 2.41731 -0.1 -0.6 0.1 -0.3224
F 1.96662 -11.38928 2.94863 0.1 0.0 0.1 0.0765
O 3.41163 -10.62863 1.39949 -0.1 0.7 0.1 0.1388
H 0.69290 -10.10098 1.22966 0.1 -0.2 0.1 0.1475
H 0.98695 -8.71658 2.29914 0.1 0.1 -0.2 0.1429
H 3.02516 -9.70252 3.19521 0.0 -0.2 0.1 0.1750
O -6.08654 1.33024 -3.57444 -0.3 0.2 0.1 0.1734
C -7.14518 1.85457 -3.43212 0.8 -0.4 -0.3 -0.5434
O -7.42373 3.12941 -3.81797 -0.1 -0.4 0.3 0.0701
C -8.81801 3.33109 -3.60069 -0.1 0.7 -0.2 -0.0606
C -9.12756 2.30309 -2.55134 -0.5 -0.4 -0.1 -0.3182
F -10.39361 1.83772 -2.67972 0.0 0.0 0.1 0.0779
O -8.22569 1.25640 -2.85661 0.3 0.6 0.1 0.1420
H -9.36040 3.15507 -4.53247 -0.1 -0.2 0.1 0.1468
H -9.01988 4.34688 -3.26336 0.2 0.0 0.0 0.1425
H -8.96226 2.64169 -1.52547 -0.1 -0.1 0.0 0.1746
O -0.58187 3.36897 0.58690 0.1 -0.1 -0.3 0.1690
C 0.31694 3.00161 -0.10140 -0.7 0.1 0.5 -0.5310
O 0.77786 1.72294 -0.13764 0.0 0.5 0.0 0.0653
C 1.75609 1.66432 -1.17469 0.2 -0.8 -0.1 -0.0539
C 2.19190 3.09504 -1.27652 0.1 0.1 -0.5 -0.3148
F 2.54742 3.41160 -2.54789 0.1 0.2 0.0 0.0792
O 1.01706 3.81180 -0.94378 0.1 -0.7 0.4 0.1235
H 1.29107 1.29684 -2.09298 0.0 0.2 0.0 0.1492
H 2.57479 0.99677 -0.90602 -0.2 0.0 0.2 0.1418
H 2.99522 3.37060 -0.59037 0.0 0.1 -0.1 0.1568
O 3.42489 5.23755 0.78558 -0.1 0.1 -0.2 0.1618
C 2.97277 6.14848 0.16365 0.3 -0.4 0.3 -0.5233
O 3.71887 7.14552 -0.37868 -0.4 -0.4 0.2 0.0868
C 2.83268 7.95347 -1.14807 0.4 0.6 -0.3 -0.0560
C 1.50642 7.66314 -0.51022 -0.5 -0.2 -0.4 -0.3095
F 0.50224 7.73078 -1.41698 -0.1 0.0 0.1 0.0809
O 1.64500 6.32029 -0.08544 0.7 0.6 0.3 0.1294
H 2.87177 7.64168 -2.19431 -0.2 -0.1 0.1 0.1490
H 3.10592 9.00588 -1.08495 0.2 -0.1 0.1 0.1436
H 1.27028 8.29659 0.34831 -0.1 0.0 -0.1 0.1779
```
Positions in Å, forces in eV/Å.

Values from the calculation:
Net charge ... 0
2S+1 ... 1
DFT total energy ... -4207.46591 a.u.
Kohn-Sham gap ... 0.292 Ha

Number 1: largest force on an atom 0.40 eV/Å. Number 2: largest force on an atom 1.52 eV/Å. Number 3: largest force on an atom 4.93 eV/Å.